No. 1
Molecular formula: C20H48InO10
Method: DFT, ωB97M-V/def2-TZVPD

Last column: Löwdin charge in e.
Atoms and positions in Å:
In 2.458 -5.496 -1.537  0.208
O 1.167 1.975 0.558  -0.203
O 2.690 4.436 -0.891  -0.200
O 5.785 -6.687 -1.112  -0.054
O 1.286 -4.052 4.079  -0.205
O -5.628 3.486 -3.449  -0.125
O -0.777 -1.662 4.718  -0.197
O 4.202 2.066 0.313  -0.119
O -3.364 2.645 -1.587  -0.197
O 0.028 -2.385 1.854  -0.131
O -4.772 0.560 -3.603  -0.196
C 4.592 -4.688 -1.331  -0.313
C 1.962 -3.455 2.980  -0.184
C -4.989 1.440 -4.693  -0.200
C -1.074 -2.849 2.615  -0.180
C -1.639 -1.847 3.603  -0.195
C 3.059 5.754 -0.556  -0.122
C 3.736 3.689 -1.498  -0.196
C 0.443 0.828 0.147  -0.087
C 3.746 2.251 -1.019  -0.178
C -5.732 -0.469 -3.504  -0.114
C -0.702 -0.326 5.155  -0.120
C 2.107 1.720 1.585  -0.198
C 1.265 -2.189 2.526  -0.184
C 5.450 -5.767 -1.811  -0.499
C 1.258 -5.463 4.015  -0.110
C -4.679 2.874 -4.314  -0.182
C -2.157 3.377 -1.542  -0.107
C -4.507 3.404 -1.240  -0.203
C -5.699 3.039 -2.101  -0.183
C 3.380 2.514 1.381  -0.182
H -2.260 4.349 -2.038  0.086
H 4.466 1.712 -1.639  0.130
H 0.168 -0.240 5.806  0.087
H 2.310 6.141 0.135  0.086
H 1.913 -1.712 1.787  0.114
H 1.102 -0.032 -0.006  0.091
H 3.992 2.385 2.278  0.127
H -1.397 2.806 -2.073  0.085
H -0.037 1.060 -0.802  0.078
H -1.834 3.518 -0.505  0.092
H -1.820 -0.898 3.086  0.118
H 2.355 0.655 1.632  0.113
H 1.653 2.015 2.542  0.125
H -4.750 3.192 -0.190  0.127
H -5.911 1.970 -2.053  0.115
H 2.781 1.771 -1.177  0.119
H 2.231 -5.883 4.291  0.088
H 4.032 5.783 -0.055  0.085
H 2.444 -7.015 -0.580  -0.143
H -2.596 -2.230 3.985  0.124
H -4.314 1.139 -5.505  0.128
H -6.022 1.377 -5.051  0.122
H 4.728 -3.835 -1.999  0.017
H 1.256 -4.304 -0.991  -0.162
H -4.716 3.466 -5.232  0.126
H -0.326 0.579 0.886  0.085
H -6.750 -0.080 -3.619  0.084
H 3.564 3.697 -2.582  0.126
H -5.546 -1.249 -4.250  0.089
H -5.646 -0.906 -2.510  0.089
H -1.598 -0.049 5.723  0.085
H 2.293 -5.929 -3.277  -0.156
H 0.508 -5.813 4.726  0.083
H 2.024 -4.150 2.137  0.121
H 5.741 -5.708 -2.881  0.099
H -4.309 4.477 -1.342  0.123
H -1.857 -3.049 1.878  0.130
H 2.981 -3.210 3.303  0.129
H -0.568 0.365 4.315  0.079
H 3.174 3.583 1.296  0.114
H 4.712 4.143 -1.293  0.122
H -0.850 -3.802 3.094  0.117
H -3.667 2.972 -3.922  0.116
H 3.081 6.392 -1.448  0.085
H 0.976 -5.814 3.018  0.093
H -6.571 3.549 -1.683  0.125
H 4.810 -4.431 -0.300  0.028
H 1.154 -1.478 3.348  0.114

Summary:
F_max in eV/A: 1.74
Frontier orbital gap in eV: 7.0
Total charge: -1
Molecular weight in g/mol: 563.41

=====

No. 2
Molecular formula: C20H48N5O5
Method: DFT, ωB97M-V/def2-TZVPD

Last column: Löwdin charge in e.
Atoms and positions in Å:
O -6.494 -1.426 -1.484  -0.106
O -5.347 -3.417 1.217  -0.184
O 4.852 6.375 -1.389  -0.201
O 4.113 2.254 0.344  -0.202
O -2.450 -2.484 4.578  -0.204
N 3.086 -1.055 -1.243  0.229
N 1.359 0.643 -1.309  0.101
N -3.424 -4.921 3.164  -0.049
N 1.619 -1.053 -3.097  0.078
N 6.501 4.003 -0.659  -0.048
C -2.092 -4.331 3.054  -0.215
C -0.714 -0.284 -2.307  -0.272
C -4.287 -4.289 0.840  -0.218
C 6.203 4.466 -2.015  -0.207
C 0.188 -1.453 -2.914  -0.151
C -2.156 -0.946 -2.064  -0.172
C -3.241 0.082 -1.519  -0.182
C -1.678 -3.664 4.361  -0.213
C 2.031 -0.488 -1.836  -0.289
C -3.316 -2.582 5.699  -0.109
C -0.094 0.360 -1.014  -0.115
C 5.046 1.901 -0.674  -0.237
C 3.376 3.443 0.085  -0.098
C 6.053 5.983 -2.053  -0.207
C 5.089 7.115 -0.201  -0.110
C 6.426 2.551 -0.508  -0.193
C -4.586 -0.141 -2.349  -0.172
C -5.916 -0.089 -1.482  -0.230
C -3.973 -5.369 1.884  -0.191
C -4.942 -2.295 1.986  -0.095
H 7.014 4.166 -2.684  0.125
H 2.134 -1.937 -3.209  0.132
H -3.296 -6.108 1.444  0.119
H 0.050 -2.345 -2.217  0.138
H 4.620 2.064 -1.670  0.106
H -3.466 -0.217 -0.445  0.104
H 5.713 7.990 -0.404  0.091
H -5.768 0.239 -0.415  0.114
H 5.955 6.297 -3.096  0.123
H 6.935 6.482 -1.639  0.125
H 1.850 1.027 -0.493  0.123
H 5.188 0.818 -0.580  0.098
H -4.103 -3.321 5.522  0.081
H -2.880 1.153 -1.549  0.113
H -1.370 -5.116 2.805  0.122
H -0.582 1.341 -0.722  0.140
H -0.634 -3.348 4.276  0.117
H -3.399 -3.721 0.538  0.097
H -2.757 -2.841 6.602  0.090
H 3.878 4.306 0.525  0.078
H 3.271 -0.963 -0.242  0.148
H -3.784 -1.609 5.850  0.090
H 4.127 7.460 0.179  0.090
H 7.131 2.082 -1.202  0.122
H -6.156 -1.891 -0.686  0.068
H -2.075 -1.898 -1.447  0.119
H -0.124 -0.292 -0.095  0.140
H -5.639 -1.479 1.780  0.086
H 5.845 4.427 -0.014  0.070
H -4.056 -4.236 3.561  0.070
H -1.744 -4.360 5.203  0.125
H -0.839 0.501 -3.104  0.157
H 2.405 3.349 0.578  0.085
H -0.311 -1.743 -3.892  0.143
H 5.268 4.029 -2.385  0.102
H -2.481 -1.301 -3.096  0.115
H -6.667 0.571 -2.004  0.121
H 5.560 6.490 0.564  0.079
H -4.608 -1.133 -2.902  0.115
H -5.014 -2.517 3.053  0.076
H -2.060 -3.568 2.266  0.097
H -4.906 -5.894 2.111  0.123
H -4.634 -4.805 -0.061  0.124
H 3.709 -1.661 -1.785  0.147
H 6.783 2.325 0.501  0.123
H -3.932 -1.957 1.736  0.083
H -4.587 0.647 -3.170  0.117
H 3.206 3.606 -0.982  0.093

Summary:
Energy relative to the best compared isomer or geometry (same formula, charge and spin) in eV: 0.5262
F_max in eV/A: 3.16
Frontier orbital gap in eV: 7.1
Total charge: +1
Molecular weight in g/mol: 438.63

=====

No. 3
Molecular formula: C20H48N5O6
Method: DFT, ωB97M-V/def2-TZVPD

Last column: Löwdin charge in e.
Atoms and positions in Å:
O -4.999 1.655 -3.113  -0.029
O -0.197 -0.847 -3.890  -0.107
O 2.473 -2.371 0.160  -0.382
O -1.502 -0.662 -1.330  -0.122
O -0.155 -4.413 -0.510  -0.418
O -4.224 0.402 -5.717  -0.057
N 0.927 -3.081 -2.777  0.300
N -2.211 -3.213 -1.789  0.304
N 2.013 2.022 -0.332  -0.217
N 0.414 -0.243 0.250  0.293
N -1.049 0.492 2.530  -0.238
C 0.753 1.575 3.865  -0.090
C -2.228 -0.087 -4.839  -0.033
C 2.337 3.141 0.531  -0.239
C -1.927 0.018 -2.253  -0.321
C -2.299 0.780 1.836  -0.229
C -3.172 0.707 -2.201  -0.023
C -1.138 -0.546 3.558  -0.244
C 0.621 -4.285 0.673  -0.369
C 2.087 -3.567 0.775  -0.424
C -2.939 -0.519 1.326  -0.076
C 1.767 2.236 -1.736  -0.254
C -2.105 -0.318 4.746  -0.056
C -3.958 0.938 -3.300  -0.370
C 1.623 4.507 0.240  -0.070
C -1.307 -0.275 -3.740  -0.324
C -0.484 1.742 3.024  -0.267
C 3.110 1.034 -0.244  -0.262
C 2.913 2.723 -2.665  -0.071
C 3.488 0.463 1.126  -0.081
C -3.473 0.469 -4.669  -0.368
H -2.021 0.732 5.026  0.063
H 3.403 3.367 0.543  0.111
H 0.553 1.126 4.838  0.071
H 0.025 -0.282 1.182  0.081
H -0.436 -0.481 -0.242  0.029
H 1.018 -1.051 0.200  0.060
H -2.937 1.299 2.552  0.111
H 1.172 2.570 4.012  0.079
H 1.409 0.876 3.345  0.067
H -1.195 2.284 3.647  0.107
H 2.486 2.818 -3.664  0.074
H 0.876 -3.254 -1.783  0.058
H 2.079 2.785 1.529  0.088
H 0.935 2.907 -1.951  0.114
H 0.565 4.262 0.151  0.067
H 0.467 -3.812 -3.299  0.125
H 0.499 -2.183 -2.953  0.047
H -2.010 -3.547 -2.721  0.131
H -3.331 -0.983 2.231  0.058
H -1.952 -0.517 -5.790  0.101
H 1.950 5.086 -0.624  0.063
H -2.200 -1.210 0.923  0.059
H -3.706 -0.409 0.559  0.073
H -3.172 -3.352 -1.512  0.142
H -1.378 -1.443 2.986  0.099
H 2.862 -4.243 0.414  0.058
H 1.914 -3.095 -2.993  0.136
H 0.885 0.602 -0.040  0.066
H 0.726 -5.239 1.191  0.069
H -2.131 1.446 0.990  0.115
H -0.018 -3.704 1.339  0.052
H -3.131 -0.485 4.415  0.061
H 3.778 1.245 1.829  0.064
H 2.634 -0.129 1.454  0.042
H 4.021 1.378 -0.733  0.104
H -1.532 -3.676 -1.201  0.028
H 1.389 1.309 -2.166  0.109
H 4.241 -0.316 1.001  0.079
H 2.774 0.175 -0.825  0.106
H -1.968 -0.957 5.618  0.072
H -0.105 -0.768 3.828  0.108
H 1.744 5.152 1.110  0.064
H 3.236 3.728 -2.396  0.062
H -1.931 -2.252 -1.658  0.054
H 2.274 -3.576 1.849  0.062
H 3.735 2.007 -2.690  0.060
H -0.230 2.324 2.139  0.108
H -3.424 1.009 -1.195  0.088

Summary:
Energy relative to the best compared isomer or geometry (same formula, charge and spin) in eV: 2.5620
F_max in eV/A: 5.71
Frontier orbital gap in eV: 6.4
Total charge: -1
Molecular weight in g/mol: 454.63